[1]
ORCA calculation (ωB97M-V with the def2-TZVPD basis set) on a molecular structure, C35H61AsN8OPtS2Se.

Each line ends with the Mulliken spin population.
Element x y z (Å)
H -1.10 -1.62 -4.56  0.00
H -0.22 -3.41 -6.07  0.00
H -4.49 -1.17 -1.15  0.00
C -1.29 -0.80 4.20  0.00
O 1.88 -2.33 -1.00  0.06
H 1.87 3.18 -6.35  0.00
C -4.03 0.47 1.07  0.00
C -2.07 0.83 -1.93  -0.01
C -5.60 2.18 1.48  0.00
N 4.12 2.07 2.45  0.01
C 4.76 0.52 4.29  0.00
H -2.81 -4.09 0.89  0.00
H -2.92 1.00 6.71  0.00
C -0.16 2.67 0.41  -0.03
C -4.57 -3.12 1.75  0.01
H 0.64 2.87 1.11  0.00
N 3.91 2.01 0.16  0.01
As 3.45 -2.90 -1.16  0.02
C -3.21 1.28 -2.56  0.00
H 4.17 -2.42 1.16  0.00
C 4.19 -2.35 -2.84  0.00
H -0.37 -0.92 4.78  0.00
H 3.18 -5.06 0.00  0.00
H 6.53 1.85 -0.82  0.00
H -0.99 1.23 3.50  0.00
C -4.77 2.69 2.49  0.00
H 4.88 2.71 2.31  0.00
C 1.86 2.14 -6.00  0.00
N -0.31 1.55 -0.24  0.23
H -1.21 4.49 0.50  0.00
H 0.83 -1.99 -6.19  0.00
Pt 0.93 -0.28 -0.41  1.08
H -6.55 2.67 1.28  0.00
C -3.20 0.99 2.05  0.00
H -3.73 0.62 -3.26  0.00
H 4.56 -0.38 3.70  0.00
H -5.88 0.67 -0.03  0.00
C 4.64 -2.28 0.20  0.00
C 3.86 1.67 3.84  0.01
S 1.88 0.80 -2.52  0.12
H -5.88 -1.69 0.81  0.00
H 7.02 3.42 -0.17  0.00
H 3.64 -2.80 -3.66  0.00
H 3.48 1.55 -0.63  0.00
H 2.63 -5.19 -1.68  0.00
H 2.82 1.39 3.92  0.00
C -5.11 -2.40 0.52  0.00
H -0.06 0.01 2.63  0.01
C -2.17 -0.76 1.12  0.04
H 4.10 -1.26 -2.90  0.00
C -3.55 2.11 2.79  0.00
N 0.50 0.47 -4.77  0.01
H 1.85 1.49 -6.88  0.00
H 0.71 2.46 -4.20  0.00
C 3.41 -4.81 -1.04  0.01
H -0.27 2.18 -5.64  0.00
H 5.81 0.78 4.19  0.00
H -2.72 -1.30 5.72  0.00
H 2.79 1.95 -5.45  0.00
H 1.33 -3.38 -5.22  0.00
H -1.27 0.38 6.79  0.00
C 0.94 -0.10 -3.66  0.02
C -4.04 -1.66 -0.29  0.01
H -5.57 -3.12 -0.16  0.00
S 2.44 0.25 1.48  0.23
H -5.10 3.56 3.05  0.00
C -1.99 2.97 -0.80  -0.01
C -1.02 0.22 3.10  0.00
H -1.49 -1.77 3.73  0.01
H -3.32 -0.13 4.56  0.00
C -5.24 1.06 0.75  0.00
H -3.27 -2.34 -0.64  0.00
H -3.55 4.42 -1.25  0.00
N -2.05 0.19 2.06  0.01
H 5.57 -2.85 0.15  0.00
H 4.67 3.46 -1.09  0.00
H -2.91 2.50 3.57  0.00
C -3.73 -4.35 1.42  0.00
C 6.33 2.58 -0.03  0.00
H 4.56 0.29 5.34  0.00
C -0.22 -2.21 -4.28  0.00
H -3.99 -2.43 2.37  0.00
H 0.09 -0.12 -5.47  0.00
N -3.37 -0.63 0.52  -0.01
C 3.57 1.53 1.36  0.02
H 5.24 -2.64 -2.89  0.00
C -3.14 3.43 -1.43  0.00
C -2.43 -0.42 5.14  0.00
H -1.66 -0.16 -2.11  -0.02
H 4.84 -1.22 0.04  0.00
C -3.74 2.56 -2.32  0.00
H -1.70 1.60 5.59  0.00
H 1.05 -1.82 -2.60  -0.01
H 6.56 2.11 0.93  0.00
N -1.14 3.56 0.13  0.00
Se -0.81 -1.93 0.54  0.17
H 4.38 -5.23 -1.31  0.00
C 0.47 -2.77 -5.51  0.00
H -5.43 -3.42 2.36  0.00
C 4.89 3.07 -0.10  0.00
N 0.64 -1.38 -3.43  0.01
C 0.65 1.89 -5.12  0.00
H -3.44 -4.88 2.33  0.00
C -1.46 1.70 -1.03  0.01
H -0.57 -3.02 -3.65  0.00
H -4.29 -5.05 0.80  0.00
C -2.06 0.70 6.11  0.00
H 4.03 2.55 4.46  0.00
H 4.72 3.89 0.60  0.00
H -4.64 2.87 -2.84  0.00

M = 1023.02 u
spin multiplicity = 3
energy above the lowest of the compared OMol25 structures with the same formula, charge and spin = 0.0000 eV
orbital gap (spin up / spin down) = 7.82 / 6.78 eV
charge = +2
DFT total energy = -202347.2622 eV
expectation value of S² = 2.0074
E_HOMO (spin up / spin down) = -11.62 / -12.41 eV

---

[2]
ORCA calculation (ωB97M-V with the def2-TZVPD basis set) on 25 unconnected molecules or ions with the total composition C9H66NO25.

Each line ends with the Mulliken charge.
Element x y z (Å)
C 22.17 20.72 -2.23  -1.47
O 21.84 15.38 -0.52  -0.69
H 17.56 20.74 -0.64  0.09
H 19.05 23.98 -1.91  0.54
H 15.92 21.84 -2.98  0.27
H 21.11 16.00 -0.38  0.36
H 18.37 22.58 -1.17  0.31
O 25.44 20.67 -2.51  -0.64
O 21.53 26.03 -2.07  -0.68
H 21.73 18.28 -1.22  0.30
H 21.50 25.17 -2.52  0.35
H 17.11 17.26 -1.30  0.32
O 18.47 20.13 -2.28  -0.38
H 22.93 20.48 -1.48  0.32
H 16.87 26.98 -0.07  0.30
H 20.89 23.66 -3.61  0.01
C 20.82 20.21 -1.67  3.35
H 22.30 20.28 -3.22  -0.12
O 23.74 20.28 -5.47  -0.61
H 19.65 17.02 1.83  0.27
H 24.90 22.13 -3.61  0.15
C 18.64 22.43 -3.93  -0.47
O 24.50 22.81 -4.20  -0.59
H 20.70 24.65 -7.65  0.20
O 24.93 18.25 -0.59  -0.64
H 22.18 22.78 -1.47  0.22
H 22.11 26.57 -2.62  0.25
C 20.94 18.70 -1.86  -0.98
H 18.94 19.10 -5.28  0.34
H 25.20 23.46 -4.33  0.28
C 22.21 22.24 -2.42  -0.32
H 20.79 21.12 -8.01  0.27
C 20.63 20.48 -0.17  -1.08
H 18.69 23.46 -4.29  0.04
H 20.15 23.49 -6.81  0.27
H 23.74 16.75 -3.10  0.26
H 18.97 27.15 -5.50  0.25
H 23.08 22.61 -2.98  0.31
H 16.03 20.48 -2.33  0.28
O 19.57 26.20 0.01  -0.61
H 15.95 25.76 -5.08  0.29
H 21.21 22.19 -4.36  -0.32
H 21.94 24.92 -5.76  0.48
O 15.47 21.27 -2.35  -0.71
C 21.07 22.61 -3.36  -1.11
H 19.35 17.43 0.38  0.33
H 21.06 21.44 0.16  0.48
H 21.07 19.66 0.40  0.49
H 22.17 15.60 -1.41  0.40
H 18.06 18.84 -3.60  0.35
O 20.02 17.02 0.94  -0.66
O 20.54 24.38 -6.74  -0.50
H 24.85 19.94 -2.27  0.33
H 19.31 15.36 -2.27  0.33
O 18.60 27.07 -3.01  -0.51
H 17.88 20.36 1.80  0.38
H 20.47 20.90 -6.53  0.35
O 16.94 20.65 0.12  -0.78
O 17.83 18.00 -4.07  -0.78
H 19.56 25.40 0.55  0.32
H 18.72 16.41 -3.22  0.37
O 19.66 19.73 -5.32  -0.76
H 22.62 15.99 -3.80  0.29
H 25.66 18.85 -0.41  0.30
H 19.59 20.62 0.11  -0.94
H 25.29 24.52 -1.36  0.27
H 20.37 26.12 -0.54  0.30
H 18.79 21.78 -4.80  0.39
O 22.75 25.26 -5.33  -0.74
H 23.93 24.25 -0.74  0.32
H 17.68 26.95 -2.74  0.29
O 24.44 24.94 -1.18  -0.60
O 22.93 16.26 -2.93  -0.62
O 18.65 26.29 -5.78  -0.68
H 26.17 20.24 -2.97  0.31
H 17.13 25.01 -5.66  0.37
H 16.98 18.18 -4.50  0.27
N 19.74 20.70 -2.52  1.01
H 20.09 22.95 -0.87  0.13
O 20.67 21.60 -7.19  -0.63
H 19.38 25.68 -5.59  0.37
H 17.25 25.70 -0.81  0.32
H 19.10 26.91 -2.20  0.27
O 17.98 17.58 -1.05  -0.66
H 24.15 18.72 -0.28  0.35
H 21.23 18.46 -2.89  0.15
O 18.46 20.59 2.55  -0.69
H 18.13 18.38 -1.59  0.19
C 19.70 22.12 -2.87  3.04
H 20.07 18.07 -1.68  -0.44
O 16.17 24.94 -5.52  -0.64
H 23.12 24.49 -4.89  0.28
O 16.84 26.57 -0.94  -0.66
O 19.12 15.53 -3.20  -0.69
H 23.91 20.63 -6.35  0.28
H 16.22 20.13 -0.23  0.27
H 19.23 20.98 2.14  0.36
H 23.76 21.06 -4.90  0.32
H 19.79 19.93 -4.37  -0.11
C 19.29 22.95 -1.62  -1.95
H 17.66 22.20 -3.55  -0.81

M = 588.61 u
energy above the lowest of the compared OMol25 structures with the same formula, charge and spin = 0.0000 eV
orbital gap = 5.99 eV
charge = -1
DFT total energy = -63085.1436 eV
E_HOMO = -4.50 eV

---

[3]
ORCA calculation (ωB97M-V with the def2-TZVPD basis set) on a single C7H8O molecule.

Each line ends with the natural charge from an NBO analysis.
Element x y z (Å)
C -0.84 -0.64 -2.15  -0.34
C 0.32 -0.74 -1.44  -0.29
H -2.92 0.40 -1.87  0.22
H 0.38 0.72 2.92  0.23
H -1.21 -0.94 -3.19  0.23
C 1.94 -0.18 0.97  -0.36
C 0.69 0.20 0.96  -0.09
C 0.06 0.16 -0.27  0.26
H 1.06 -1.79 -1.55  0.25
H -0.44 1.84 1.48  0.24
H -0.97 0.24 1.92  0.22
O -1.23 0.67 -0.36  -0.42
H 2.57 -0.40 1.98  0.19
C -0.13 0.96 1.93  -0.64
C -1.78 0.15 -1.51  0.07
H 2.50 -0.65 0.18  0.20

M = 108.14 u
energy above the lowest of the compared OMol25 structures with the same formula, charge and spin = 4.4726 eV
orbital gap = 8.26 eV
charge = 0
DFT total energy = -9431.7697 eV
E_HOMO = -7.72 eV
SMILES = C=C(C)c1ccco1

---

[4]
ORCA calculation (ωB97M-V with the def2-TZVPD basis set) on a molecular structure, C49H48F3N9O2S5Sc.

Each line ends with the Mulliken charge.
Element x y z (Å)
H 6.08 -2.95 1.48  0.39
N -1.84 -1.38 -1.37  0.39
O 2.64 -3.76 2.12  -0.59
C -0.90 -0.65 -3.78  0.57
H 4.86 -4.02 2.21  0.50
H -3.51 -3.80 3.49  0.49
C -1.13 1.11 -5.37  -0.61
H -0.94 2.14 -5.66  0.54
C -3.15 1.07 -1.70  0.45
H -2.55 -1.74 -6.51  0.45
H -1.92 2.52 -0.72  0.46
C 0.09 -2.88 -2.32  0.39
H -0.21 5.21 2.39  0.47
H 3.98 3.22 1.16  0.03
C -4.47 1.78 -3.54  -0.93
N 0.64 -0.33 -1.51  -0.09
C -0.38 -5.21 -2.60  -0.88
H -0.30 -4.85 0.85  0.64
C 5.66 -1.24 -0.64  -1.83
H -5.66 -4.07 -0.17  0.49
H 5.57 -0.43 -1.37  0.41
S -0.37 -1.16 -2.13  1.84
C 4.04 -2.52 0.94  0.37
C -4.06 0.77 -2.70  -0.66
F 1.30 5.97 -2.79  -0.26
N 5.44 1.37 3.33  -0.15
C -6.23 -0.92 0.96  -0.86
H 5.05 0.59 3.83  0.25
N 4.73 3.03 1.80  -0.05
C -5.07 -0.31 0.51  -1.01
C -1.96 -4.47 2.16  -0.84
C -2.38 -2.16 2.70  -0.41
C -0.66 0.66 -4.14  0.42
S 2.96 1.24 2.52  -0.46
S -0.87 -0.08 1.62  1.91
H 6.64 3.67 1.12  0.33
N 3.47 -0.42 0.01  0.86
C -1.37 0.70 3.15  0.11
H 5.89 -2.17 -1.15  0.40
C -1.31 -1.81 1.89  0.29
H -7.33 -2.75 1.08  0.43
C -2.05 1.76 5.59  -0.62
O 3.66 0.64 -0.79  -0.77
C 1.45 -3.11 -2.44  -0.71
H -4.44 -0.24 -2.81  0.51
H -5.19 1.57 -4.32  0.45
H 6.48 -1.00 0.04  0.33
H 7.25 1.03 4.26  0.34
F -0.59 6.73 -2.05  -0.34
C -3.06 3.35 -2.36  -0.60
H 2.95 -4.61 -2.75  0.50
C -2.69 -3.51 2.84  -0.89
C -4.33 -2.41 -0.43  -0.02
H -2.20 0.61 -7.16  0.43
H -6.97 -0.34 1.49  0.48
H -1.73 -2.56 -4.33  0.44
H -1.89 -3.71 -2.27  0.12
C -4.13 -1.07 -0.17  0.48
H 1.33 -6.46 -2.90  0.43
C 0.98 -5.45 -2.73  -0.72
H 6.61 2.65 4.55  0.34
H -0.52 6.45 0.23  0.54
H 1.73 -3.65 2.41  0.36
H 6.25 4.09 2.80  0.47
C -0.44 0.65 4.18  -0.45
C -5.49 -3.02 0.02  -0.81
H -2.95 -1.40 3.23  0.53
C -1.57 -1.53 -4.62  -0.89
C 0.92 3.58 -0.91  0.61
C -0.88 -4.09 1.36  -0.80
H -0.09 1.16 6.23  0.47
C -2.04 -1.07 -5.84  -0.77
H -3.29 1.34 2.46  0.32
C 6.72 1.86 3.80  -1.07
C 1.89 -4.41 -2.65  -0.79
H -4.88 0.74 0.69  0.36
C 4.35 -1.34 0.08  0.34
C -0.55 -2.75 1.23  -0.73
F -0.55 4.88 -3.16  -0.08
H -3.91 2.31 4.67  0.49
C 0.13 5.60 -2.24  0.37
H -0.08 1.31 -3.49  -0.64
H 5.28 -4.20 0.51  0.30
H 0.54 0.24 3.99  0.39
H -3.56 -2.96 -0.96  0.30
H -1.09 -6.02 -2.67  0.46
H 7.33 2.24 2.98  0.36
C 0.69 3.54 1.41  -0.35
C -0.84 -3.92 -2.39  -0.06
C -0.79 1.18 5.41  -0.82
N 2.83 -2.66 1.30  0.58
H 0.30 -2.43 0.65  0.79
H -4.30 3.86 -4.03  0.45
H -2.68 4.35 -2.24  0.46
H -2.32 2.17 6.55  0.42
C -2.95 1.83 4.54  -0.74
C 0.10 4.78 1.44  -1.41
N -2.03 0.49 0.58  -0.38
C 4.50 1.95 2.55  0.67
C -1.82 0.26 -6.21  -0.61
H -2.22 -5.51 2.25  0.45
C -0.08 5.46 0.24  -0.25
Sc 1.84 0.81 -0.19  -0.34
C 0.31 4.87 -0.94  -0.19
C -2.61 1.29 3.30  -0.25
H 5.47 4.94 1.48  0.32
S 1.47 2.72 -2.27  -0.56
C -6.43 -2.27 0.72  -0.61
H 0.87 2.98 2.32  0.49
C 5.13 -3.47 1.32  -1.75
C -2.63 2.34 -1.52  -0.17
C -3.97 3.07 -3.37  -0.82
H 2.13 -2.27 -2.36  0.45
S -2.61 -0.26 -0.64  1.06
N 1.10 2.96 0.28  0.86
N 0.51 0.15 1.26  0.43
C 5.84 3.97 1.80  -1.19

M = 1057.27 u
energy above the lowest of the compared OMol25 structures with the same formula, charge and spin = 0.9222 eV
orbital gap = 7.13 eV
charge = +1
DFT total energy = -152118.4496 eV
E_HOMO = -9.19 eV

---

The highest charge belongs to which entry? C35H61AsN8OPtS2Se